This record from the OMol25 dataset describes C32H41Cl2N2OP3W as an isolated structure at a distorted geometry. The level of theory is wB97M-V/def2-TZVPD.

## Properties
Charge: +2
Energy relative to the best compared isomer or geometry (same formula, charge and spin), eV: 3.283
E_tot, a.u.: -3439.73178
Spin multiplicity: 3

Positions of all 82 atoms, in Å:
P 1.35022 1.29076 -1.89685
C 3.02040 1.43696 -2.65282
C 3.38997 0.78493 -3.83884
H 2.71424 0.05835 -4.29237
C 4.60989 1.08571 -4.45142
H 4.85797 0.61240 -5.40339
C 5.48968 1.99479 -3.85911
H 6.43073 2.24275 -4.35230
C 5.15188 2.59629 -2.63889
H 5.82941 3.30798 -2.17081
C 3.93582 2.30350 -2.02373
H 3.67432 2.75381 -1.06509
C 0.64822 -0.07331 -2.91010
C 0.95787 -1.39423 -2.53740
H 1.49098 -1.57899 -1.60214
C 0.61006 -2.45541 -3.37252
H 0.89257 -3.46822 -3.09308
C -0.07760 -2.21506 -4.56947
H -0.33109 -3.04381 -5.23250
C -0.42477 -0.91043 -4.91895
H -0.95486 -0.70589 -5.85162
C -0.08045 0.15634 -4.08630
H -0.35763 1.17478 -4.36007
C 0.53783 2.74228 -2.68111
C 1.10599 3.44034 -3.75688
H 2.12074 3.20683 -4.08043
C 0.37065 4.41886 -4.42970
H 0.81536 4.92316 -5.28816
C -0.92458 4.73353 -4.01086
H -1.50331 5.48188 -4.55338
C -1.47325 4.08137 -2.89898
H -2.48373 4.32122 -2.56890
C -0.73881 3.11331 -2.21254
H -1.14058 2.63999 -1.31424
W 0.35688 -0.07638 2.97910
C -1.50154 -1.12592 2.80862
C -2.04717 -1.37068 1.59947
H -2.06320 -1.44192 3.69277
C -1.26027 -0.91114 0.39612
O -2.06800 0.07064 -0.30586
H -1.63829 0.31195 -1.15436
C -0.01714 -0.29142 0.92354
H -1.02162 -1.76056 -0.26845
C 1.02075 0.48271 0.97390
Cl -0.11514 -0.68588 5.33327
Cl 2.45419 0.82047 3.60359
P 1.54757 -2.26023 3.32473
C 2.33563 -2.60690 4.93019
H 1.56406 -2.78977 5.68607
H 2.93893 -1.74610 5.23958
H 2.97486 -3.49478 4.83707
C 0.51293 -3.72039 3.05848
H -0.01779 -3.64133 2.10352
H -0.22603 -3.79813 3.86467
H 1.14496 -4.61805 3.05005
C 2.92614 -2.40599 2.15735
H 3.64285 -1.59376 2.32870
H 2.55733 -2.35014 1.12647
H 3.41418 -3.37530 2.32542
P -3.70790 -2.08228 1.45620
C -4.16836 -2.93428 2.95013
C -3.62398 -3.21995 0.08094
H -4.24406 -2.23339 3.79032
H -3.44566 -3.72301 3.19607
H -5.15251 -3.39422 2.78549
H -3.15962 -2.72652 -0.78220
H -4.64467 -3.53034 -0.17264
H -3.02938 -4.09679 0.36829
C -4.82009 -0.73404 1.10842
H -5.05723 -0.20156 2.03731
H -5.73821 -1.14201 0.67048
H -4.32901 -0.05109 0.40506
H 1.78984 0.98973 0.39328
N -0.76229 2.15109 4.80249
C -1.61268 3.18172 4.88146
C -2.15468 3.36906 3.60945
C -1.61191 2.38628 2.78915
N -0.73714 1.62316 3.52919
H -0.26304 1.70778 5.57294
H -1.78620 3.71206 5.80540
H -2.86511 4.12335 3.33009
H -1.80538 2.14751 1.75364

Results of the Mulliken charge analysis, in e, for atoms 1 through 6:
1 P 0.4531
2 C 0.1710
3 C 0.2238
4 H 0.2883
5 C -0.7018
6 H 0.4205